No. 1
Molecular formula: C11H44N2O11
Method: DFT, ωB97M-V with the def2-TZVPD basis set

Last column: Löwdin charge in e.
Atoms and positions in Å:
N: 2.671 -1.178 2.609  0.204
C: 2.983 0.008 2.381  -0.834
N: 4.249 0.195 2.509  0.185
O: 2.171 0.879 2.171  0.044
H: 1.667 -1.264 2.532  0.086
H: 3.355 -1.798 3.019  0.133
H: 4.762 1.051 2.353  0.127
H: 4.862 -0.586 2.694  0.114
C: -2.786 -1.802 0.629  -0.173
O: -3.530 -2.072 -0.501  -0.110
H: -1.733 -2.071 0.537  0.064
H: -2.710 -0.725 0.778  0.070
H: -3.309 -2.245 1.477  0.091
H: -4.470 -2.100 -0.311  0.086
C: -0.691 4.414 1.820  -0.134
O: -0.995 5.315 2.919  -0.126
H: 0.383 4.231 1.772  0.084
H: -1.158 3.429 1.797  0.041
H: -0.997 4.876 0.881  0.068
H: -0.519 6.117 2.690  0.065
C: -0.145 -2.697 3.588  -0.127
O: -0.310 -1.724 2.538  -0.161
H: 0.676 -3.355 3.303  0.069
H: 0.026 -2.294 4.586  0.088
H: -0.975 -3.403 3.580  0.078
H: -1.053 -1.201 2.848  0.029
C: -3.973 -2.601 -3.540  -0.170
O: -2.634 -2.092 -3.580  -0.114
H: -4.381 -2.455 -4.539  0.075
H: -4.106 -3.681 -3.491  0.067
H: -4.663 -2.266 -2.765  0.060
H: -2.269 -1.996 -2.697  0.050
C: 1.770 -3.194 -0.647  -0.181
O: 0.594 -3.668 -1.208  -0.105
H: 1.790 -3.367 0.428  0.074
H: 2.576 -3.780 -1.088  0.075
H: 1.978 -2.158 -0.916  0.064
H: 0.330 -4.421 -0.675  0.080
C: -0.013 0.505 -4.530  -0.151
O: 1.377 0.272 -4.309  -0.121
H: -0.555 1.141 -3.831  0.055
H: -0.189 0.814 -5.561  0.080
H: -0.587 -0.407 -4.366  0.061
H: 1.588 -0.473 -4.877  0.071
C: 4.279 0.771 -1.077  -0.149
O: 5.279 -0.230 -1.067  -0.137
H: 4.614 1.681 -0.580  0.084
H: 4.120 0.970 -2.137  0.082
H: 3.376 0.367 -0.621  0.052
H: 5.021 -0.963 -1.630  0.069
C: 0.234 0.086 -0.488  -0.167
O: 0.129 1.331 0.106  -0.116
H: 0.156 -0.651 0.311  0.058
H: -0.519 -0.181 -1.230  0.085
H: 1.198 -0.036 -0.983  0.059
H: 0.845 1.347 0.745  0.040
C: -1.803 1.348 2.980  -0.124
O: -2.233 0.131 3.683  -0.131
H: -0.735 1.464 3.162  0.084
H: -1.898 1.284 1.896  0.059
H: -2.281 2.260 3.338  0.082
H: -3.181 0.279 3.659  0.077
C: -1.542 3.873 -2.400  -0.157
O: -0.401 4.012 -1.574  -0.123
H: -1.543 2.890 -2.870  0.054
H: -2.506 3.985 -1.903  0.072
H: -1.503 4.620 -3.193  0.078
H: -0.164 3.193 -1.134  0.039

Calculated values
LUMO energy in Ha: 0.013
Gap between HOMO and LUMO in eV: 10.07
E_HOMO in eV: -9.720
Multiplicity: 1
SMILES: NC(N)=O.CO.CO.CO.CO.CO.CO.CO.CO.CO.CO
Net charge: 0


No. 2
Molecular formula: C11H44N6O11
Method: DFT, ωB97M-V with the def2-TZVPD basis set

Last column: Mulliken spin population.
Atoms and positions in Å:
C: -2.242 -0.985 3.038  0.000
O: -1.671 -0.827 4.332  0.000
H: -1.683 -1.721 2.461  0.000
H: -3.261 -1.330 3.214  0.000
H: -2.296 -0.097 2.409  0.000
H: -1.871 -1.616 4.842  0.000
C: 2.146 4.190 2.040  -0.001
O: 1.005 3.436 1.691  0.001
H: 1.820 5.196 2.305  0.000
H: 2.649 3.691 2.868  0.000
H: 2.846 4.124 1.207  0.001
H: 0.493 3.490 2.502  0.000
C: -4.012 -0.753 -0.003  0.000
O: -4.791 0.415 0.242  0.000
H: -4.332 -1.505 0.718  0.000
H: -4.039 -1.269 -0.963  0.000
H: -2.973 -0.438 0.096  0.000
H: -5.718 0.179 0.158  0.000
C: -1.641 -4.622 -0.711  0.000
O: -2.970 -4.696 -1.205  0.000
H: -0.898 -4.290 -1.436  0.000
H: -1.446 -3.931 0.110  0.000
H: -1.413 -5.662 -0.477  0.000
H: -3.008 -5.434 -1.818  0.000
C: -1.783 -1.828 -3.026  0.000
O: -0.338 -1.761 -2.852  0.000
H: -2.218 -2.735 -2.607  0.000
H: -2.245 -1.040 -2.430  0.000
H: -2.170 -1.777 -4.044  0.000
H: -0.161 -1.738 -1.909  0.000
C: -2.317 2.228 -1.520  0.000
O: -3.480 2.127 -2.326  0.000
H: -2.082 1.306 -0.988  0.000
H: -1.525 2.582 -2.181  0.000
H: -2.498 3.034 -0.809  0.000
H: -4.159 1.880 -1.693  0.000
C: 1.085 -3.342 2.446  0.000
O: 2.290 -2.680 2.854  0.000
H: 1.089 -4.415 2.638  0.000
H: 0.246 -2.846 2.934  0.000
H: 0.934 -3.124 1.389  0.000
H: 2.945 -2.885 2.183  0.000
C: 1.455 0.590 4.950  0.000
O: 1.844 -0.748 5.221  0.000
H: 0.381 0.619 4.768  0.000
H: 1.789 1.273 5.732  0.000
H: 1.907 1.073 4.083  0.000
H: 1.865 -1.226 4.388  0.000
C: 0.208 -0.241 0.151  0.000
O: -0.328 -1.244 -0.098  0.001
N: 0.476 0.199 1.296  0.000
N: 0.586 0.629 -0.729  0.001
H: 0.093 -0.448 1.971  0.000
H: 0.802 1.133 1.498  0.000
H: 1.041 1.465 -0.392  0.000
H: 0.758 0.324 -1.677  0.000
C: 3.203 -0.157 -3.921  0.000
O: 2.969 0.670 -3.076  0.003
N: 4.282 -0.824 -3.952  0.000
N: 2.292 -0.585 -4.758  0.000
H: 4.456 -1.557 -4.624  0.000
H: 5.070 -0.431 -3.458  0.000
H: 2.476 -1.345 -5.398  0.000
H: 1.484 0.007 -4.890  0.000
C: 2.289 4.146 -2.090  -0.020
O: 2.688 4.381 -3.229  0.877
N: 2.349 2.994 -1.523  0.027
N: 1.578 5.010 -1.355  0.103
H: 2.058 2.941 -0.557  0.001
H: 2.778 2.205 -1.985  0.006
H: 1.018 4.634 -0.603  0.004
H: 1.824 5.987 -1.426  -0.004

Calculated values
LUMO energy (alpha / beta) in Ha: -0.102 / -0.321
Gap between HOMO and LUMO (alpha / beta) in eV: 8.84 / 2.89
E_HOMO (alpha / beta) in eV: -11.615 / -11.615
Multiplicity: 2
<S²>: 0.755
Net charge: +1


No. 3
Molecular formula: C11H4BrFN4S2
Method: DFT, ωB97M-V with the def2-TZVPD basis set

Last column: Löwdin charge in e.
Atoms and positions in Å:
F: 0.450 5.703 -1.676  0.062
C: 0.265 4.391 -1.477  -0.284
C: -0.851 3.785 -2.088  -0.003
C: -1.084 2.425 -1.859  -0.004
C: -0.269 1.727 -0.958  -0.335
N: -0.432 0.391 -0.667  0.096
C: 0.445 -0.026 0.212  -0.476
C: 0.419 -1.430 0.744  -0.269
C: -0.456 -2.351 0.221  0.015
N: -0.195 -3.497 0.928  -0.127
N: -0.793 -4.730 0.994  0.060
C: -0.229 -5.348 2.034  -1.003
Br: -0.794 -7.100 2.641  0.677
S: 0.958 -4.450 3.013  1.029
C: 0.702 -3.143 1.913  -0.638
N: 1.124 -1.897 1.860  0.124
S: 1.590 1.224 0.774  1.071
C: 0.761 2.359 -0.276  -0.469
C: 1.048 3.700 -0.559  -0.015
H: -1.514 4.344 -2.787  0.127
H: -1.902 1.922 -2.343  0.110
H: -1.144 -2.193 -0.583  0.125
H: 1.902 4.194 -0.062  0.128

Calculated values
LUMO energy in Ha: -0.005
Gap between HOMO and LUMO in eV: 8.25
E_HOMO in eV: -8.386
Multiplicity: 1
SMILES: Fc1ccc2nc(-c3cn4nc(Br)sc4n3)sc2c1
Net charge: 0


No. 4
Molecular formula: C11H5F7N2O2S
Method: DFT, ωB97M-V with the def2-TZVPD basis set

Last column: Löwdin charge in e.
Atoms and positions in Å:
O: 1.996 -2.067 2.162  -0.247
S: 1.903 -1.552 0.830  0.766
O: 2.392 -2.537 -0.092  -0.272
C: 0.251 -1.165 0.329  -0.270
C: -0.241 -1.817 -0.841  -0.040
C: -1.486 -1.564 -1.275  0.006
C: -2.322 -0.629 -0.612  -0.205
N: -3.562 -0.391 -1.130  0.144
C: -4.230 0.511 -0.466  -0.098
C: -3.737 1.157 0.704  -0.104
N: -2.573 0.927 1.247  0.153
C: -1.856 0.011 0.535  -0.212
C: -0.555 -0.307 0.978  -0.004
C: 3.079 -0.103 0.656  -0.461
F: 3.306 0.500 1.828  0.135
F: 4.249 -0.679 0.335  0.128
C: 2.785 0.909 -0.498  -0.357
F: 2.471 0.169 -1.583  0.148
F: 3.914 1.567 -0.767  0.176
C: 1.608 1.933 -0.273  -0.526
F: 0.575 1.628 -1.052  0.184
F: 1.254 2.095 0.995  0.186
F: 2.035 3.134 -0.711  0.162
H: 0.375 -2.537 -1.370  0.122
H: -1.861 -2.081 -2.153  0.127
H: -5.222 0.787 -0.821  0.112
H: -4.375 1.902 1.181  0.112
H: -0.172 0.199 1.864  0.137

Calculated values
LUMO energy in Ha: -0.041
Gap between HOMO and LUMO in eV: 9.12
E_HOMO in eV: -10.244
Multiplicity: 1
SMILES: O=S(=O)(c1ccc2nccnc2c1)C(F)(F)C(F)(F)C(F)(F)F
Net charge: 0


No. 5
Molecular formula: C11H6Cl3I2MoN3O2
Method: DFT, ωB97M-V with the def2-TZVPD basis set

Last column: Löwdin charge in e.
Atoms and positions in Å:
Mo: 0.794 0.756 0.063  1.273
I: 3.187 -0.073 -1.127  1.072
C: 3.375 1.900 -1.844  -1.014
I: 1.408 2.613 -2.164  1.083
H: 3.929 1.879 -2.777  0.002
H: 3.856 2.503 -1.082  0.003
Cl: -3.732 -4.748 -2.544  0.819
C: -2.713 -3.512 -1.964  -0.625
C: -3.075 -2.182 -2.177  -0.083
C: -2.250 -1.183 -1.710  -0.573
Cl: -2.650 0.473 -1.925  0.774
C: -1.070 -1.527 -1.044  -0.361
O: -0.259 -0.555 -0.580  -0.385
C: -0.719 -2.863 -0.824  -0.570
Cl: 0.725 -3.226 0.034  0.777
C: -1.543 -3.863 -1.288  -0.081
H: -3.992 -1.940 -2.696  0.129
H: -1.291 -4.902 -1.129  0.129
N: -0.516 2.109 1.309  0.087
C: 0.776 2.105 1.928  -0.483
O: 1.703 2.223 0.945  -0.329
C: 1.064 1.948 3.238  -0.131
C: -0.022 1.858 4.164  -0.142
N: -0.972 1.752 4.802  0.242
C: 2.429 1.843 3.646  -0.137
N: 3.544 1.767 3.905  0.246
H: -0.733 3.010 0.886  0.143
H: -1.254 1.834 1.958  0.136

Calculated values
LUMO energy in Ha: -0.357
Gap between HOMO and LUMO in eV: 5.53
E_HOMO in eV: -15.259
Multiplicity: 1
Net charge: +2


No. 6
Molecular formula: C11H6Cl4NO4
Method: DFT, ωB97M-V with the def2-TZVPD basis set

Last column: Löwdin charge in e.
Atoms and positions in Å:
C: -0.910 4.647 5.799  -0.075
C: -1.361 4.136 4.459  -0.211
O: -0.257 3.430 3.839  0.003
C: -0.498 3.099 2.554  -0.477
O: -1.500 3.384 1.930  0.094
C: 0.602 2.208 2.039  -0.184
C: 0.462 2.234 0.576  -0.172
N: 0.480 2.425 -0.581  0.153
C: 0.661 0.854 2.805  -0.602
O: 0.945 0.927 4.086  -0.109
C: -0.794 0.127 2.723  -0.325
O: -1.780 0.801 2.912  0.088
C: -0.817 -1.258 2.309  -0.626
Cl: -2.343 -1.988 2.377  0.717
C: 0.276 -1.934 1.786  -0.677
Cl: 0.156 -3.563 1.282  0.683
C: 1.548 -1.262 1.632  -0.720
Cl: 2.892 -2.092 0.968  0.646
C: 1.720 0.010 2.068  -0.609
Cl: 3.133 0.854 1.772  0.797
H: -1.769 4.930 6.405  0.070
H: -0.316 3.919 6.355  0.084
H: -0.324 5.551 5.652  0.069
H: -2.176 3.400 4.532  0.133
H: -1.642 4.950 3.780  0.121
H: 1.544 2.688 2.332  0.130

Calculated values
LUMO energy in Ha: 0.086
Gap between HOMO and LUMO in eV: 6.98
E_HOMO in eV: -4.648
Multiplicity: 1
SMILES: CCOC(=O)[C@H](C#N)[C@@]1([O-])C(=O)C(Cl)=C(Cl)C(Cl)=C1Cl
Net charge: -1


No. 7
Molecular formula: C11H6ClN6O4S
Method: DFT, ωB97M-V with the def2-TZVPD basis set

Last column: Löwdin charge in e.
Atoms and positions in Å:
Cl: -1.254 1.846 4.189  0.664
C: -0.100 0.885 3.358  -0.695
C: 1.237 1.296 3.259  -0.113
C: 2.160 0.478 2.586  -0.093
C: 1.750 -0.705 1.990  -0.106
C: 0.373 -1.053 1.980  -0.676
S: -0.218 -2.294 1.007  0.858
C: -0.528 -0.308 2.775  -0.136
H: 1.539 2.252 3.678  0.097
H: 3.208 0.762 2.552  0.100
H: 2.453 -1.396 1.527  0.102
H: -1.542 -0.662 2.899  0.096
O: -1.443 3.286 -2.511  0.037
N: -0.484 2.506 -2.637  -0.338
O: 0.575 2.892 -3.196  -0.004
C: -0.575 1.140 -2.140  -0.094
C: 0.488 0.260 -2.349  0.089
C: 0.417 -1.075 -1.913  -0.169
N: 1.479 -1.999 -2.187  -0.350
O: 2.532 -1.635 -2.754  0.010
O: 1.323 -3.170 -1.782  0.003
C: -0.627 -1.548 -1.042  -0.261
N: -1.741 -0.678 -1.138  -0.077
N: -2.943 -0.961 -0.560  0.040
N: -3.665 0.128 -0.664  -0.055
N: -2.997 1.121 -1.272  0.057
C: -1.761 0.611 -1.546  -0.229
H: 1.369 0.627 -2.885  0.132
H: -1.023 -2.604 -1.224  0.112

Calculated values
LUMO energy in Ha: 0.072
Gap between HOMO and LUMO in eV: 6.92
E_HOMO in eV: -4.971
Multiplicity: 1
Net charge: -1


No. 8
Molecular formula: C11H72NO24
Method: DFT, ωB97M-V with the def2-TZVPD basis set

Last column: Löwdin charge in e.
Atoms and positions in Å:
C: 1.193 -2.512 3.380  -0.054
C: 0.841 -2.844 1.855  -0.104
C: 1.010 -1.503 1.013  -0.156
C: -0.131 -0.561 1.168  -0.098
N: -0.460 0.500 0.121  -0.155
C: -1.753 1.229 0.555  -0.087
C: -2.987 0.590 -0.131  -0.129
C: -2.332 -0.085 -1.349  -0.128
C: -0.851 -0.201 -1.143  -0.068
C: 0.679 1.385 0.107  -0.119
C: 0.531 2.626 -0.841  -0.192
C: 1.721 2.848 -1.744  -0.082
H: 0.625 -1.922 3.910  -0.006
H: 2.328 -2.335 3.466  0.122
H: 1.200 -3.295 3.887  -0.025
H: -0.063 -3.247 1.752  0.031
H: 1.768 -3.516 1.565  0.143
H: 1.056 -1.758 -0.097  0.134
H: 1.753 -1.119 1.206  -0.028
H: 0.087 0.051 2.193  0.176
H: -1.002 -1.198 1.359  0.140
H: -1.889 2.137 0.065  0.073
H: -2.242 1.291 1.618  0.169
H: -3.478 1.422 -0.567  0.095
H: -3.395 -0.052 0.739  0.119
H: -2.548 0.682 -2.035  0.066
H: -3.023 -0.865 -1.817  0.156
H: -0.537 0.399 -1.982  0.122
H: -0.610 -1.177 -1.211  0.082
H: 1.367 0.730 -0.246  0.096
H: 1.061 1.787 1.034  0.126
H: 0.462 3.514 -0.236  0.083
H: -0.359 2.479 -1.542  0.137
H: 1.509 3.732 -2.370  0.069
H: 1.916 2.114 -2.369  0.000
H: 2.767 2.899 -1.034  0.155
O: 4.118 4.370 -4.091  0.056
H: 3.974 4.673 -4.820  -0.132
H: 3.848 4.881 -3.328  -0.015
O: -3.044 4.240 -1.383  0.034
H: -3.562 4.208 -0.760  -0.128
H: -3.425 3.761 -2.150  0.013
O: 1.006 0.125 5.400  0.000
H: 1.450 0.958 5.438  0.055
H: 1.060 -0.145 6.283  0.051
O: -2.394 0.238 -4.966  -0.035
H: -1.560 0.362 -5.032  -0.130
H: -2.485 -0.797 -4.724  0.087
O: -1.450 -4.083 3.951  -0.027
H: -1.982 -3.299 3.606  0.060
H: -1.103 -3.848 4.751  0.001
O: -1.353 -4.821 -0.290  -0.012
H: -0.407 -5.053 -0.321  0.020
H: -1.842 -5.394 0.229  0.024
O: 1.279 3.053 3.519  -0.033
H: 0.736 3.422 2.860  -0.065
H: 2.049 2.600 3.193  0.020
O: 0.568 3.764 -5.694  -0.011
H: 0.541 4.229 -4.935  -0.095
H: 1.434 3.332 -5.743  0.045
O: 3.741 5.634 -1.780  -0.018
H: 3.200 6.421 -1.823  0.064
H: 4.057 5.415 -0.928  -0.012
O: 1.329 -5.700 -0.283  -0.029
H: 1.222 -6.150 -1.127  0.087
H: 1.653 -4.973 -0.764  -0.027
O: -3.002 -1.687 3.250  0.020
H: -2.469 -0.961 3.435  -0.018
H: -3.583 -1.663 3.923  0.020
O: -3.518 2.903 -3.744  -0.189
H: -2.820 3.344 -4.459  0.148
H: -3.368 1.837 -3.883  0.096
O: 3.062 -6.287 1.898  -0.136
H: 4.023 -6.511 1.586  0.088
H: 2.464 -6.187 1.113  -0.013
O: -1.466 0.547 4.260  -0.154
H: -1.796 1.052 5.083  0.096
H: -0.444 0.417 4.516  0.049
O: -4.855 -2.295 1.087  -0.115
H: -5.544 -1.601 1.135  0.040
H: -4.205 -2.160 1.876  0.029
O: 4.260 4.512 0.834  -0.144
H: 5.071 5.102 1.071  0.103
H: 4.219 3.814 1.612  0.103
O: -1.781 -3.337 -2.451  -0.019
H: -1.683 -3.837 -1.700  -0.060
H: -1.377 -4.029 -2.981  0.064
O: -1.013 -6.655 2.792  -0.162
H: -0.937 -5.593 2.983  0.063
H: -0.085 -6.946 3.054  0.049
O: 0.433 0.165 -4.473  0.048
H: 0.804 0.813 -5.000  0.017
H: 0.722 -0.677 -4.450  -0.003
O: -3.406 -2.355 -4.541  0.011
H: -2.925 -2.731 -3.784  0.016
H: -3.084 -2.730 -5.266  -0.022
O: 2.332 -3.605 -1.780  0.006
H: 2.841 -4.138 -2.350  0.044
H: 2.976 -3.069 -1.366  0.045
O: 4.438 -0.895 5.931  -0.143
H: 3.477 -0.752 5.606  0.030
H: 4.602 -1.848 5.524  0.097
O: 0.194 5.705 -3.756  0.006
H: 0.362 6.067 -2.941  -0.002
H: -0.138 6.524 -4.110  0.065
O: -0.460 4.284 1.999  0.001
H: -1.184 4.785 2.224  0.027
H: -0.006 5.068 1.656  0.088

Calculated values
LUMO energy in Ha: -0.093
Gap between HOMO and LUMO in eV: 9.69
E_HOMO in eV: -12.229
Multiplicity: 1
Net charge: +1


| no. | strongest force on any atom (hartree/bohr) |
| --- | --- |
| 1 | 0.133 |
| 2 | 0.142 |
| 3 | 0.060 |
| 4 | 0.066 |
| 5 | 0.028 |
| 6 | 0.062 |
| 7 | 0.060 |
| 8 | 0.315 |